(1)
Below is 2 unconnected molecules or ions with the total composition C3H5N5O at a distorted geometry, with properties calculated with ωB97M-V/def2-TZVPD.

XYZ file:
```
14
C3H5N5O (ωB97M-V/def2-TZVPD)
O -2.75 -1.26 0.08
N -1.56 -1.01 0.05
N 2.88 0.06 0.24
N -1.22 0.19 0.16
N 1.06 -1.14 -0.11
N 1.86 0.94 0.21
C 0.79 0.17 -0.01
C 2.44 -1.14 0.12
C -1.65 1.50 -0.03
H -1.19 2.25 0.62
H -2.69 1.49 0.00
H 0.28 -1.83 -0.24
H 3.18 -2.03 -0.03
H -1.45 1.81 -1.06
```

Summary:
Kohn-Sham gap = 0.3380 hartree
highest occupied orbital energy = -9.855 eV
M = 127.1 g mol⁻¹
E_tot = -466.114961 Eh
largest force on an atom = 8.10 eV/Å

Atom charges from the Mulliken analysis, given in e for atoms 1 to 4: O -0.540; N -0.181; N -0.323; N 0.305

(2)
Below is 22 unconnected molecules or ions with the total composition C9H60NO21 at a distorted geometry, with properties calculated with ωB97M-V/def2-TZVPD.

XYZ file:
```
91
C9H60NO21 (ωB97M-V/def2-TZVPD)
O -2.68 -2.95 -5.39
O -0.29 -0.47 -5.17
O -4.99 -1.70 -3.79
O -2.41 4.26 -7.43
O -0.17 -4.45 3.24
O 3.21 -5.07 3.09
O -0.71 2.70 -9.53
O 1.16 4.94 2.09
O 4.18 1.43 2.91
O -2.28 2.33 6.09
O 5.27 -4.64 0.95
O -2.85 0.91 -0.51
O -1.39 2.54 -5.07
O -4.89 -0.92 -0.76
O 1.72 -3.06 -2.95
O -4.48 3.39 0.32
O 2.81 -2.28 3.99
O 4.93 4.05 1.06
O 1.15 -6.60 5.00
O -1.07 3.26 0.50
O -0.25 1.72 -2.68
N 2.72 -0.10 0.02
C 2.09 -0.71 0.95
C -0.41 -1.13 1.41
C -0.18 2.08 3.61
C 0.19 0.67 3.15
C -0.65 0.29 1.94
C 0.79 -1.16 0.49
C 0.55 -0.50 -0.88
C 0.05 -0.36 4.27
C 1.92 0.14 -1.20
H 1.77 1.22 -1.24
H 0.47 2.36 4.43
H 1.02 -0.80 4.43
H -5.50 -1.57 -1.12
H -0.93 -4.24 2.69
H -0.25 0.12 5.20
H 0.02 2.73 2.76
H 0.58 -4.51 2.65
H -1.22 2.11 3.89
H 2.54 -0.91 1.92
H -2.08 2.71 6.95
H 3.09 -4.46 2.36
H -0.64 -1.17 4.05
H 5.08 4.56 1.86
H -4.38 -1.86 -3.07
H 4.61 3.20 1.38
H -3.23 0.05 -0.27
H -1.04 1.59 -2.13
H 2.36 -3.12 4.16
H 3.40 1.83 3.32
H 3.85 0.72 2.36
H 0.52 4.34 1.69
H -0.51 0.98 1.12
H -0.11 0.34 -0.72
H 5.54 -4.17 1.75
H 0.48 -6.08 4.55
H -0.15 -0.04 -4.32
H -2.69 1.49 6.29
H -1.60 3.12 -5.81
H 1.85 -6.70 4.34
H 1.72 -2.53 -2.15
H -3.09 3.69 -7.82
H -1.26 -1.43 0.81
H 0.19 -1.19 -1.62
H -2.66 1.34 0.33
H -4.55 3.36 1.28
H -3.97 2.61 0.07
H -0.49 2.46 -3.26
H -0.34 -1.86 2.21
H 1.25 0.70 2.85
H -4.42 -1.64 -4.56
H -1.31 3.10 -8.90
H 3.58 -5.85 2.65
H -0.73 3.27 -10.30
H 3.12 -2.00 4.86
H -2.12 -3.69 -5.12
H -2.51 -2.83 -6.33
H 0.99 -2.23 0.31
H 5.47 -4.05 0.22
H -0.73 -1.30 -4.96
H -1.78 3.61 -0.06
H -0.31 3.24 -0.09
H -1.69 0.37 2.26
H 3.67 0.24 0.09
H 0.83 5.82 1.89
H -2.74 5.15 -7.57
H 2.42 -0.07 -2.14
H -5.26 -0.07 -1.04
H -0.85 1.83 -5.42
H 1.69 -2.43 -3.68
```

Summary:
Kohn-Sham gap = 0.3190 hartree
highest occupied orbital energy = -12.695 eV
M = 518.6 g mol⁻¹
E_tot = -2013.438703 Eh
charge = +1
largest force on an atom = 1.94 eV/Å

Atom charges from the Mulliken analysis, given in e for atoms 1 to 4: O -0.602; O -0.652; O -0.605; O -0.655

(3)
Below is 2 unconnected molecules or ions with the total composition C4H9FINO at a distorted geometry, with properties calculated with ωB97M-V/def2-TZVPD.

XYZ file:
```
17
C4H9FINO (ωB97M-V/def2-TZVPD)
I 3.60 -0.14 -0.28
F 0.00 1.91 1.37
O 0.53 -2.18 0.95
N 0.45 0.63 0.99
C -1.69 0.55 -0.37
C -0.25 -1.53 -0.01
C 1.90 1.01 -0.91
C -0.76 -0.13 0.57
H -1.16 -2.10 -0.30
H -1.12 1.33 -0.87
H -1.12 -0.38 1.58
H 1.18 0.40 -1.43
H -2.40 1.13 0.23
H 0.23 -1.20 -0.99
H -2.20 -0.01 -1.31
H 0.83 -1.33 1.38
H 1.98 2.05 -0.61
```

Summary:
Kohn-Sham gap (alpha / beta) = 0.2926 / 0.3466 hartree
highest occupied orbital energy (alpha / beta) = -8.543 / -9.730 eV
M = 233.0 g mol⁻¹
E_tot = -685.130618 Eh
largest force on an atom = 3.08 eV/Å

Atom charges from the Mulliken analysis, given in e for atoms 1 to 4: I 0.081; F -0.199; O -0.483; N -0.295

(4)
Below is C3H5B in the gas phase at a distorted geometry, with properties calculated with ωB97M-V/def2-TZVPD.

XYZ file:
```
9
C3H5B (ωB97M-V/def2-TZVPD)
C 0.29 1.21 0.33
C 0.47 -0.07 -0.28
C -0.61 -0.97 -0.33
B -0.39 -0.34 1.11
H -0.52 1.88 0.34
H 1.56 -0.41 -0.42
H -0.48 -2.02 -0.70
H -1.54 -0.78 -0.89
H 1.22 1.49 0.85
```

Summary:
Kohn-Sham gap = 0.2667 hartree
SMILES string = C1B2CC12
highest occupied orbital energy = -7.669 eV
M = 51.9 g mol⁻¹
E_tot = -141.974544 Eh
largest force on an atom = 4.55 eV/Å

Atom charges from the Mulliken analysis, given in e for atoms 1 to 4: C -0.625; C 0.119; C -0.512; B -0.172

(5)
Below is C4H7Cl2P in the gas phase at a distorted geometry, with properties calculated with ωB97M-V/def2-TZVPD.

XYZ file:
```
14
C4H7Cl2P (ωB97M-V/def2-TZVPD)
Cl -1.73 -0.85 2.48
Cl -3.12 1.26 0.92
P -0.30 1.67 1.58
C -1.56 0.37 1.21
C 0.24 -1.12 -0.06
C 1.36 -0.46 -0.20
C -1.19 -0.50 -0.33
H -0.12 2.05 0.36
H 0.97 1.10 1.67
H -1.84 -1.38 -0.25
H 1.40 0.55 -0.59
H -1.53 0.20 -1.10
H 0.08 -2.18 0.09
H 2.31 -0.88 0.10
```

Summary:
Kohn-Sham gap = 0.3708 hartree
SMILES string = C=CCC(P)(Cl)Cl
highest occupied orbital energy = -9.360 eV
M = 157.0 g mol⁻¹
E_tot = -1418.248909 Eh
largest force on an atom = 4.12 eV/Å

Atom charges from the Mulliken analysis, given in e for atoms 1 to 4: Cl -0.138; Cl -0.160; P 0.015; C 0.220

(6)
Below is a molecular structure, C41H32Br4N3O7PtSTe at a distorted geometry, with properties calculated with ωB97M-V/def2-TZVPD.

XYZ file:
```
90
C41H32Br4N3O7PtSTe (ωB97M-V/def2-TZVPD)
Pt -2.34 1.99 -1.06
Te -0.14 -1.67 0.52
Br -5.36 4.94 -7.03
Br -7.45 2.44 -2.30
Br -2.32 5.10 -5.47
Br -7.82 3.47 -5.48
S -1.61 0.14 -2.48
O -1.16 3.58 6.26
O -4.43 2.19 -1.82
O -0.22 2.35 -0.39
O -2.62 3.82 0.22
O -1.16 1.51 6.78
O -2.42 3.37 -3.04
O -2.76 0.94 0.84
N 0.01 1.92 -3.71
N 0.57 1.05 1.48
N -1.27 2.40 5.96
C -2.06 0.28 3.01
C 2.06 1.45 -4.81
C -2.19 2.67 2.32
C 0.76 1.89 0.49
C -6.15 3.58 -4.60
C 4.07 1.94 -1.27
C 0.28 -4.50 3.78
C 1.81 -2.28 2.95
C 0.62 -2.70 2.25
C 4.40 2.64 1.02
C -0.27 0.59 -3.41
C 2.48 -2.08 -1.01
C 1.83 0.09 -4.50
C -3.85 4.25 -4.75
C -6.00 3.03 -3.38
C -1.59 2.01 4.58
C 4.91 2.28 -0.21
C 1.15 -2.49 -0.93
C 1.33 -4.08 4.58
C -1.40 -4.24 1.90
C 2.12 2.22 0.18
C 1.13 2.33 -4.35
C -5.07 4.18 -5.31
C 3.35 -2.84 -1.83
C 1.48 -4.12 -2.67
C -0.11 -3.82 2.59
C 1.54 -4.78 5.84
C -0.87 -3.94 -1.80
C -4.74 2.90 -2.80
C -1.91 2.97 3.65
C 2.77 -1.27 2.48
C 2.84 -3.86 -2.63
C -1.61 0.63 4.24
C -2.56 3.75 1.44
C 3.06 2.53 1.25
C 2.66 1.89 -1.06
C 2.09 -2.98 4.14
C -3.58 3.50 -3.49
C 0.57 -3.45 -1.87
C 0.72 -0.36 -3.85
C -2.31 1.25 1.98
H -1.49 -5.33 2.13
H 4.39 -2.68 -1.78
H 3.62 -1.92 2.08
H 2.97 -2.63 4.69
H 2.71 2.67 2.27
H -2.29 -3.71 2.10
H -2.25 -0.76 2.70
H 3.23 -0.63 3.20
H -1.76 4.01 3.98
H 2.39 -0.69 1.62
H 0.91 -4.43 6.71
H 5.06 2.80 1.83
H 1.39 -5.85 5.69
H 0.59 -1.36 -3.58
H -0.88 -4.91 -1.26
H 1.99 1.60 -1.86
H 4.56 1.70 -2.24
H 3.01 1.74 -5.32
H -2.57 4.75 1.88
H 1.25 3.38 -4.48
H 3.51 -4.40 -3.26
H -1.18 -4.27 -2.79
H -0.29 -5.35 4.04
H -1.63 -3.25 -1.42
H 1.08 -4.89 -3.35
H -1.37 -4.14 0.82
H -0.70 2.60 -3.54
H -1.41 -0.18 4.91
H 2.50 -0.69 -4.87
H 2.85 -1.35 -0.28
H 2.55 -4.64 6.26
H 5.98 2.25 -0.29
```

Summary:
2S+1 = 6
Kohn-Sham gap (alpha / beta) = 0.2474 / 0.1839 hartree
highest occupied orbital energy (alpha / beta) = -7.145 / -7.851 eV
M = 1353.1 g mol⁻¹
E_tot = -13353.771070 Eh
largest force on an atom = 5.69 eV/Å

Atom charges from the Mulliken analysis, given in e for atoms 1 to 4: Pt 2.828; Te 0.219; Br -0.155; Br -0.111

(7)
Below is a molecular structure, C31H31F5N5O2STi at a distorted geometry, with properties calculated with ωB97M-V/def2-TZVPD.

XYZ file:
```
76
C31H31F5N5O2STi (ωB97M-V/def2-TZVPD)
Ti 0.13 -1.27 -0.91
S -0.97 -1.79 -2.89
F 0.05 -6.02 -0.06
F -0.34 -3.34 -0.24
F -1.13 -3.86 -4.93
F -0.58 -7.66 -2.20
F -0.66 -6.53 -4.66
O -6.18 2.63 0.36
O 1.78 -2.32 -1.25
N -4.30 1.31 0.36
N -4.85 2.75 2.25
N 3.91 -2.79 -1.96
N 0.64 0.41 -1.01
N -1.58 -1.07 0.50
C 0.46 1.78 -3.62
C -3.45 0.36 0.97
C 3.04 -2.33 -1.01
C -2.75 -1.28 2.60
C -3.57 2.96 2.82
C -1.32 3.89 2.68
C -3.58 -0.19 2.25
C -0.36 -5.50 -1.21
C 1.33 3.75 -2.37
C -2.53 3.52 2.07
C 1.94 4.39 -1.30
C 5.36 -2.61 -1.90
C 2.02 1.62 1.34
C 3.51 -2.14 0.37
C -2.16 3.06 4.78
C -0.74 -3.54 -2.60
C -0.55 -4.15 -1.36
C -1.12 3.64 4.04
C 3.43 -3.38 -3.27
C 1.08 1.69 -1.09
C -0.67 -5.75 -3.58
C -3.38 2.78 4.20
C -1.77 -1.70 1.72
C 2.18 3.70 -0.13
C -0.84 -4.38 -3.73
C -2.37 -0.06 0.15
C 0.95 2.42 -2.34
C 1.74 2.37 0.05
C 0.16 4.05 4.70
C -5.15 2.27 0.94
C -0.58 -6.33 -2.32
H 5.69 -1.57 -1.76
H 0.09 3.97 5.80
H -1.13 -2.57 1.91
H 2.65 -1.79 0.98
H 5.84 -3.01 -2.81
H 1.00 3.45 4.38
H -4.53 1.11 -0.60
H -0.55 2.15 -3.96
H 1.26 4.33 -3.31
H 1.20 2.02 -4.45
H -2.86 -1.90 3.50
H 2.91 1.00 1.15
H -4.20 0.26 3.05
H -5.63 3.17 2.71
H -2.59 3.71 0.98
H 3.84 -3.09 0.79
H 0.41 0.70 -3.41
H 3.02 -2.59 -3.92
H -4.16 2.38 4.79
H 2.76 4.11 0.70
H 2.30 2.30 2.17
H -1.91 2.84 5.83
H 1.18 1.01 1.55
H 2.68 -4.14 -3.12
H -2.12 0.49 -0.73
H 4.31 -3.88 -3.75
H 4.33 -1.37 0.44
H 2.28 5.44 -1.40
H -0.52 4.34 2.07
H 0.41 5.06 4.37
H 5.82 -3.26 -1.15
```

Summary:
2S+1 = 3
Kohn-Sham gap (alpha / beta) = 0.1148 / 0.2076 hartree
highest occupied orbital energy (alpha / beta) = -1.194 / -3.737 eV
M = 680.5 g mol⁻¹
E_tot = -3371.165445 Eh
charge = -1
largest force on an atom = 3.99 eV/Å

Atom charges from the Mulliken analysis, given in e for atoms 1 to 4: Ti 0.840; S -0.584; F -0.306; F 0.063

(8)
Below is a molecular structure, C34H37BrN2NbO4 at a distorted geometry, with properties calculated with ωB97M-V/def2-TZVPD.

XYZ file:
```
79
C34H37BrN2NbO4 (ωB97M-V/def2-TZVPD)
Nb -2.01 -2.11 1.21
Br -0.20 -2.52 -0.65
O 2.11 9.07 -1.80
O -0.84 2.02 -0.75
O -2.35 -7.21 -2.11
O 2.20 5.15 1.82
N -3.53 -2.26 -1.62
N 0.66 -5.79 -0.29
C -2.00 -4.34 1.83
C -3.77 -2.65 -0.17
C 0.78 -2.68 3.25
C 4.06 8.78 2.79
C 2.83 8.36 0.32
C 0.41 5.38 -2.84
C 0.32 0.96 -0.24
C 0.74 -6.52 -1.61
C 3.44 7.56 2.52
C 2.83 7.34 1.28
C -2.35 0.07 0.65
C 1.96 -0.88 5.21
C 1.60 5.82 -0.34
C 2.16 8.16 -0.98
C 1.56 6.85 -1.28
C 0.57 -4.58 -3.72
C -1.29 0.52 -0.71
C -0.15 -5.74 -2.77
C -2.66 -5.35 -4.06
C -0.45 -6.28 0.60
C 0.95 6.63 -2.53
C 4.08 9.78 1.83
C 2.21 6.04 0.98
C 1.91 -2.34 4.41
C -0.37 -3.82 -4.85
C 3.46 9.58 0.60
C -1.83 -5.36 0.55
C -0.37 -0.15 3.63
C 0.79 0.20 4.78
C -0.42 -1.60 2.81
C -1.99 -4.18 -5.01
C 1.06 4.56 -0.66
C -1.74 -6.14 -2.96
C 0.47 4.35 -1.91
H 1.06 0.95 -1.14
H -0.06 5.22 -3.81
H -4.50 -2.29 -2.05
H -3.40 0.22 0.15
H 0.83 -3.75 2.77
H -1.43 -0.11 -1.78
H -3.24 -7.39 -2.57
H -2.64 -3.58 -5.80
H -3.06 -4.57 2.34
H 2.74 -3.13 4.75
H 3.43 6.77 3.28
H -4.69 -2.02 0.23
H 1.71 -4.29 -3.62
H 1.87 -6.42 -1.98
H 3.47 10.37 -0.15
H 0.57 1.11 0.89
H -1.17 0.69 3.45
H -2.08 0.86 1.48
H -3.26 -1.87 2.54
H -4.07 -3.79 -0.02
H 1.10 3.75 0.06
H 0.90 7.44 -3.26
H -3.29 -1.25 -1.62
H -3.80 -5.59 -4.22
H 2.79 -0.64 6.03
H 4.58 10.73 2.04
H 1.58 -5.74 0.20
H -1.21 -4.56 2.71
H -0.02 -6.36 1.70
H -2.73 -6.14 0.64
H 0.05 3.37 -2.15
H -0.77 -7.35 0.19
H 0.53 -7.67 -1.55
H -2.00 -4.84 -0.50
H 0.76 1.26 5.32
H 4.53 8.94 3.76
H 0.08 -3.00 -5.55
```

Summary:
Kohn-Sham gap = 0.2103 hartree
highest occupied orbital energy = -5.043 eV
M = 710.5 g mol⁻¹
E_tot = -4358.363898 Eh
charge = -1
largest force on an atom = 6.07 eV/Å

Atom charges from the Mulliken analysis, given in e for atoms 1 to 4: Nb -0.627; Br -0.200; O -0.699; O -0.506

(9)
Below is a molecular structure, C3H10N at a distorted geometry, with properties calculated with ωB97M-V/def2-TZVPD.

XYZ file:
```
14
C3H10N (ωB97M-V/def2-TZVPD)
N 1.71 0.71 -0.97
C -0.35 -0.13 0.51
C -1.66 -0.96 0.73
C 0.20 0.45 -0.96
H -1.84 -1.17 1.83
H 2.22 1.47 -1.46
H -0.05 -0.39 -1.58
H 2.10 0.29 0.59
H 2.18 0.55 -0.05
H -0.53 0.65 1.24
H -1.80 -1.94 0.19
H 0.67 -0.47 0.75
H -0.35 1.29 -1.20
H -2.50 -0.35 0.39
```

Summary:
Kohn-Sham gap = 0.3079 hartree
highest occupied orbital energy = -16.346 eV
M = 60.1 g mol⁻¹
E_tot = -174.521478 Eh
charge = +1
largest force on an atom = 5.72 eV/Å

Atom charges from the Mulliken analysis, given in e for atoms 1 to 4: N -0.331; C -0.310; C -1.104; C -0.147

(10)
Below is a molecular structure, C8H8BBr4F24O8P4Zr at a distorted geometry, with properties calculated with ωB97M-V/def2-TZVPD.

XYZ file:
```
58
C8H8BBr4F24O8P4Zr (ωB97M-V/def2-TZVPD)
Zr -5.29 10.95 21.79
Br -11.21 5.02 20.91
Br -5.53 3.27 16.77
Br -4.54 7.78 16.15
Br -9.67 8.41 18.03
P -2.40 11.83 21.54
P -6.78 13.42 20.84
P -5.85 8.68 19.87
P -8.28 9.64 23.83
F -7.30 12.20 21.94
F -1.32 11.47 20.39
F -8.94 9.67 22.36
F -7.43 14.67 21.64
F -6.46 8.90 18.42
F -5.87 14.19 19.80
F -9.61 9.28 24.70
F -2.95 10.36 21.66
F -6.90 10.10 23.05
F -3.72 11.87 20.52
F -6.86 9.72 20.59
F -7.81 8.09 23.67
F -2.38 13.42 21.49
F -8.72 11.21 23.95
F -6.84 7.43 19.86
F -6.20 12.03 20.17
F -1.36 11.69 22.77
F -3.59 12.03 22.56
F -8.10 13.26 19.86
F -5.44 13.37 21.77
F -4.60 7.92 19.31
F -7.41 9.90 25.20
F -5.25 8.78 21.37
F -4.88 10.01 19.74
O -2.59 8.36 26.33
O -2.81 10.42 25.10
O -2.44 10.46 27.55
O -4.42 9.78 23.65
O 1.00 10.54 27.76
O -1.46 11.40 29.33
O -0.66 9.84 26.26
O -3.86 7.19 25.02
C -5.45 6.12 16.72
C -9.73 6.84 19.23
C -1.42 10.80 28.26
C -3.37 8.24 25.32
C -11.12 6.57 19.63
C -0.20 10.36 27.43
C -4.81 4.95 15.98
C -3.55 9.56 24.57
B -2.10 9.72 26.26
H -6.51 6.30 16.55
H -3.75 4.85 16.17
H -9.18 7.19 20.11
H -5.37 6.22 17.80
H -4.99 5.17 14.93
H -11.80 6.55 18.77
H -9.16 6.00 18.85
H -11.50 7.42 20.18
```

Summary:
Kohn-Sham gap = 0.2633 hartree
highest occupied orbital energy = -8.083 eV
M = 1233.6 g mol⁻¹
E_tot = -15042.917427 Eh
charge = -1
largest force on an atom = 6.29 eV/Å

Atom charges from the Mulliken analysis, given in e for atoms 1 to 4: Zr 1.846; Br -0.186; Br -0.199; Br -0.176

(11)
Below is 2 unconnected molecules or ions with the total composition C6H12O at a distorted geometry, with properties calculated with ωB97M-V/def2-TZVPD.

XYZ file:
```
19
C6H12O (ωB97M-V/def2-TZVPD)
O -1.29 0.79 -2.37
C -1.41 -0.27 0.60
C -0.10 0.28 1.08
C 2.39 0.63 0.59
C 0.94 -0.77 -0.89
C -2.24 -1.02 1.32
C 1.06 0.03 0.16
H 2.77 1.21 -0.24
H -1.64 0.11 -0.39
H -1.15 0.06 -3.00
H 0.16 0.00 2.11
H -0.17 1.37 1.27
H -1.52 1.55 -2.94
H -3.11 -1.42 0.83
H 3.03 -0.20 0.90
H 0.01 -1.18 -1.22
H -1.86 -1.50 2.22
H 1.84 -0.99 -1.46
H 2.28 1.33 1.42
```

Summary:
2S+1 = 2
Kohn-Sham gap (alpha / beta) = 0.0946 / 0.3411 hartree
highest occupied orbital energy (alpha / beta) = 1.060 / -5.787 eV
M = 100.2 g mol⁻¹
E_tot = -310.952565 Eh
charge = -1
largest force on an atom = 1.37 eV/Å

Atom charges from the Mulliken analysis, given in e for atoms 1 to 4: O -1.203; C -0.897; C -0.639; C -1.733